Below is a gas-phase ion, C5H6N (charge +1), with properties calculated with the ωB97M-V functional and the def2-TZVPD basis.

## Properties
Kohn-Sham gap (spin up / spin down): 7.7 / 7.5 eV
Total charge: +1
Energy: -6757.4874 eV

Each line ends with the natural charge from an NBO analysis.
Cartesian coordinates (Å):
C1 -0.423 1.965 -0.090  -0.166
H1 0.539 -2.150 -0.769  0.271
H2 -1.110 2.784 0.021  0.260
H3 0.476 2.174 -0.722  0.239
C2 -0.693 0.672 0.150  -0.064
H4 -1.548 0.099 0.700  0.267
C3 1.534 -0.029 -0.133  -0.079
H5 -1.190 -1.550 -0.526  0.246
C4 2.586 0.111 0.511  0.323
H6 -0.263 -2.143 0.993  0.295
C5 -0.178 -1.647 -0.044  -0.450
N1 0.271 -0.285 -0.092  -0.143

Below is a gas-phase ion, C5H6N (charge +1), with properties calculated with the ωB97M-V functional and the def2-TZVPD basis.

## Properties
Kohn-Sham gap (spin up / spin down): 6.0 / 7.7 eV
Spin multiplicity: 3
Total charge: +1
Energy: -6757.7597 eV

Each line ends with the natural charge from an NBO analysis.
Cartesian coordinates (Å):
H1 1.980 0.207 0.021  0.178
H2 2.393 -1.421 -0.325  0.249
H3 -0.233 -2.028 0.168  0.265
H4 -2.793 -1.014 -0.024  0.254
H5 -2.699 0.824 0.085  0.226
C1 -2.072 -0.110 0.023  -0.295
C2 0.895 1.671 0.048  0.294
N1 -0.148 1.218 0.055  -0.275
H6 1.537 2.597 -0.025  0.319
C3 -0.737 0.004 -0.027  0.155
C4 1.589 -0.802 -0.005  -0.187
C5 0.287 -1.146 0.004  -0.183

Below is a molecular structure, C5H6N2, with properties calculated with the ωB97M-V functional and the def2-TZVPD basis.

## Properties
Kohn-Sham gap (spin up / spin down): 8.8 / 8.9 eV
Energy: -8258.2242 eV

Each line ends with the natural charge from an NBO analysis.
Cartesian coordinates (Å):
H1 -1.235 0.540 -1.760  0.217
H2 0.509 -1.386 -1.631  0.213
H3 -0.994 0.953 0.992  0.209
C1 -0.134 1.220 0.365  -0.273
C2 -0.441 -1.366 1.395  0.249
C3 -0.337 0.650 -1.125  -0.462
H4 0.052 2.297 0.404  0.213
H5 0.304 1.384 -1.608  0.235
N1 -1.349 -1.669 2.041  -0.311
H6 1.534 -1.559 0.646  0.253
C4 0.354 -0.622 -0.860  0.029
C5 0.664 -0.905 0.547  -0.259
N2 1.074 0.464 0.594  -0.314

Below is a single C5H6N2 molecule, with properties calculated with the ωB97M-V functional and the def2-TZVPD basis.

## Properties
Kohn-Sham gap: 10.2 eV
Structure (SMILES): C1=N[C@H]1C[C@H]1C=N1
Energy: -8257.3704 eV

Each line ends with the natural charge from an NBO analysis.
Cartesian coordinates (Å):
H1 -0.641 0.639 1.990  0.208
H2 1.966 1.064 0.223  0.205
H3 -0.908 -1.936 0.204  0.183
C1 -0.953 0.296 -0.157  -0.466
H4 -2.035 0.218 0.007  0.222
N1 0.486 2.508 0.861  -0.285
C2 1.115 1.429 0.785  0.031
C3 -0.216 0.941 1.020  -0.137
C4 -0.410 -1.112 -0.300  -0.142
H5 0.717 -2.159 -2.117  0.211
N2 1.101 -1.260 -0.175  -0.306
H6 -0.779 0.887 -1.066  0.219
C5 0.559 -1.515 -1.275  0.058

Below is a single C5H6N2 molecule, with properties calculated with the ωB97M-V functional and the def2-TZVPD basis.

## Properties
Kohn-Sham gap: 10.6 eV
Structure (SMILES): Cc1ccncn1
Energy: -8260.4212 eV

Each line ends with the natural charge from an NBO analysis.
Cartesian coordinates (Å):
C1 2.058 -0.151 0.048  -0.681
H1 -2.109 1.917 0.094  0.185
N1 -2.210 -0.208 0.089  -0.470
C2 -1.469 -1.218 0.022  0.264
C3 -0.262 0.954 -0.063  -0.305
C4 -1.662 0.876 0.067  0.116
H2 2.592 0.246 1.014  0.243
H3 -2.091 -2.168 -0.193  0.166
H4 2.311 0.705 -0.723  0.240
H5 0.131 1.818 -0.299  0.193
H6 2.283 -1.267 -0.084  0.261
C5 0.571 -0.149 0.062  0.242
N2 -0.143 -1.355 -0.035  -0.454

Below is a single C5H6N2 molecule, with properties calculated with the ωB97M-V functional and the def2-TZVPD basis.

## Properties
Kohn-Sham gap: 9.3 eV
Structure (SMILES): C#CN1CCC=N1
Energy: -8258.0570 eV

Each line ends with the natural charge from an NBO analysis.
Cartesian coordinates (Å):
N1 0.776 -0.723 -1.062  -0.192
C1 2.361 1.095 1.519  -0.321
H1 -2.323 -0.570 -0.827  0.224
C2 -0.338 -1.264 -1.107  0.073
N2 0.685 0.506 -0.277  -0.327
C3 1.537 0.907 0.656  0.159
C4 -0.749 0.653 0.106  -0.224
H2 -1.488 -1.347 0.470  0.223
C5 -1.434 -0.671 -0.310  -0.476
H3 -0.711 0.732 1.197  0.224
H4 -0.414 -2.130 -1.664  0.201
H5 3.291 1.491 1.814  0.231
H6 -1.192 1.324 -0.517  0.203

Below is a single C5H6N2 molecule, with properties calculated with the ωB97M-V functional and the def2-TZVPD basis.

## Properties
Kohn-Sham gap: 8.5 eV
Energy: -8257.9166 eV

Each line ends with the natural charge from an NBO analysis.
Cartesian coordinates (Å):
C1 0.662 -0.727 0.073  0.332
C2 -0.609 -1.291 0.530  -0.600
H1 -2.578 -0.278 0.998  0.177
H2 -0.426 -1.681 1.466  0.244
H3 0.655 3.009 -1.180  0.200
C3 -0.112 1.251 -0.314  0.157
N1 -1.415 1.060 0.097  -0.426
N2 1.858 -0.952 -0.188  -0.652
H4 2.050 -1.932 -0.269  0.337
H5 1.718 1.672 -0.835  0.219
C4 -1.642 -0.074 0.579  0.203
H6 -0.945 -2.057 -0.037  0.242
C5 0.783 2.000 -0.920  -0.434

Below is a single C5H6N2 molecule, with properties calculated with the ωB97M-V functional and the def2-TZVPD basis.

## Properties
Kohn-Sham gap: 10.7 eV
Structure (SMILES): N#C[C@H]1C[C@H]2CN21
Energy: -8259.1093 eV

Each line ends with the natural charge from an NBO analysis.
Cartesian coordinates (Å):
C1 -0.971 -0.938 0.431  -0.304
N1 -0.766 0.430 0.908  -0.330
C2 0.381 0.742 -0.977  -0.406
H1 -1.869 0.480 -1.069  0.207
H2 -1.878 -1.482 0.687  0.224
C3 0.776 0.734 0.515  -0.180
H3 0.262 1.765 -1.347  0.223
N2 1.682 -1.609 0.831  -0.327
H4 1.001 0.172 -1.673  0.222
C4 -0.962 0.167 -0.560  -0.091
C5 1.559 -0.456 0.789  0.282
H5 1.156 1.649 0.976  0.248
H6 -0.109 -1.590 0.610  0.233

Below is a single C5H6N2 molecule, with properties calculated with the ωB97M-V functional and the def2-TZVPD basis.

## Properties
Kohn-Sham gap (spin up / spin down): 9.7 / 8.0 eV
Energy: -8256.9903 eV

Each line ends with the natural charge from an NBO analysis.
Cartesian coordinates (Å):
C1 -1.028 0.430 0.827  -0.160
C2 1.671 0.571 0.678  0.262
H1 -1.853 0.498 1.551  0.190
C3 0.043 -0.515 -0.999  -0.109
H2 0.102 -1.164 -1.872  0.216
H3 2.006 0.426 -1.393  0.258
C4 1.179 0.374 -0.679  -0.270
C5 -0.960 -0.838 0.068  -0.481
H4 -0.266 1.134 1.055  0.211
N1 -0.129 0.918 -1.125  -0.261
N2 2.081 0.769 1.742  -0.317
H5 -1.903 -0.834 -0.501  0.235
H6 -0.945 -1.769 0.648  0.226

Below is a single C5H6N2 molecule, with properties calculated with the ωB97M-V functional and the def2-TZVPD basis.

## Properties
Kohn-Sham gap: 8.1 eV
Structure (SMILES): C=c1nc[nH]c1=C
Energy: -8260.0974 eV

Each line ends with the natural charge from an NBO analysis.
Cartesian coordinates (Å):
C1 1.364 -0.172 0.825  -0.424
H1 -1.867 2.433 0.083  0.208
H2 0.646 -2.434 -0.737  0.426
H3 2.000 -1.057 0.951  0.206
C2 0.376 -0.202 -0.060  0.144
N1 -1.772 -0.194 -0.996  -0.515
H4 -1.873 -2.212 -1.508  0.203
N2 0.014 -1.577 -0.712  -0.620
C3 -0.863 0.597 -0.293  0.088
C4 -1.256 -1.446 -1.140  0.273
H5 -0.330 2.006 0.906  0.184
C5 -1.098 1.813 0.244  -0.392
H6 1.626 0.729 1.391  0.219

Below is a single C5H6N2 molecule, with properties calculated with the ωB97M-V functional and the def2-TZVPD basis.

## Properties
Kohn-Sham gap (spin up / spin down): 9.2 / 7.8 eV
Spin multiplicity: 3
Energy: -8256.1979 eV

Each line ends with the natural charge from an NBO analysis.
Cartesian coordinates (Å):
H1 -0.933 -1.521 -1.053  0.222
C1 2.559 -0.109 0.045  0.352
C2 0.611 1.010 0.705  -0.264
H2 1.121 -1.769 1.238  0.191
N1 3.232 -0.616 -0.777  -0.277
C3 0.491 -1.824 0.389  -0.063
H3 -1.076 1.044 -0.484  0.226
H4 0.275 0.525 -1.423  0.219
H5 -0.085 1.027 1.482  0.212
C4 -0.145 0.408 -0.488  -0.424
N2 1.794 0.304 1.024  -0.287
C5 -0.196 -1.116 -0.393  -0.338
H6 0.940 1.891 0.294  0.230

Below is a single C5H6N2O molecule, with properties calculated with the ωB97M-V functional and the def2-TZVPD basis.

## Properties
Kohn-Sham gap: 8.3 eV
Structure (SMILES): C/C(C#N)=C(\N)C=O
Energy: -10305.2190 eV

Each line ends with the natural charge from an NBO analysis.
Cartesian coordinates (Å):
H1 -0.314 1.383 -1.405  0.411
C1 -0.555 0.908 1.744  0.347
H2 -0.255 -0.652 -2.247  0.209
H3 1.606 -0.933 -1.727  0.232
C2 -0.056 0.623 0.254  0.156
C3 0.623 -1.137 -1.574  -0.621
H4 0.621 -2.193 -1.792  0.244
H5 -1.090 -0.046 2.262  0.234
O1 -0.140 2.106 2.251  -0.550
N1 -0.787 -2.049 2.041  -0.393
C4 0.178 -0.671 -0.172  -0.188
H6 0.409 2.601 -0.062  0.453
N2 0.103 1.628 -0.524  -0.817
C5 -0.342 -1.570 0.952  0.284